{
  "formula": "C35H16F4N7PdS2",
  "method": "wB97M-V/def2-TZVPD",
  "e_lumo_ev": -6.05,
  "largest_force_ev_per_a": 1.21,
  "relative_energy_kcal_mol": 20.35,
  "total_charge": 1,
  "e_homo_ev": -11.51,
  "gap_ev": 5.46,
  "species": ["Pd", "S", "C", "C", "C", "C", "C", "C", "N", "C", "C", "C", "C", "C", "C", "C", "H", "H", "H", "H", "H", "H", "H", "H", "S", "C", "C", "C", "N", "C", "C", "C", "C", "C", "N", "C", "C", "H", "H", "H", "H", "H", "H", "H", "H", "F", "C", "C", "F", "C", "C", "C", "F", "C", "C", "C", "N", "C", "N", "F", "C", "C", "N", "C", "N"],
  "positions_angstrom": [[0.401, 0.621, -0.025], [-0.200, 4.892, 1.064], [-1.770, 4.148, 1.146], [-3.004, 4.747, 1.383], [-4.121, 3.936, 1.402], [-4.016, 2.553, 1.201], [-2.794, 1.958, 0.972], [-1.665, 2.773, 0.938], [-0.354, 2.361, 0.732], [0.493, 3.360, 0.751], [1.865, 3.024, 0.418], [2.974, 3.855, 0.491], [4.218, 3.356, 0.136], [4.348, 2.039, -0.284], [3.241, 1.193, -0.372], [2.012, 1.701, -0.014], [-3.089, 5.813, 1.546], [-5.092, 4.375, 1.583], [-4.907, 1.943, 1.241], [-2.706, 0.885, 0.840], [2.870, 4.879, 0.828], [5.090, 3.993, 0.189], [5.322, 1.657, -0.558], [3.351, 0.171, -0.706], [0.453, -3.911, 5.469], [0.370, -2.819, 4.062], [1.097, -1.637, 4.035], [0.975, -0.805, 2.936], [0.187, -1.076, 1.894], [-0.508, -2.216, 1.927], [-0.452, -3.110, 2.982], [1.908, -4.827, 4.986], [1.820, -5.893, 4.104], [2.982, -6.572, 3.775], [4.184, -6.268, 4.261], [4.248, -5.253, 5.118], [3.149, -4.503, 5.513], [1.744, -1.367, 4.858], [1.532, 0.125, 2.888], [-1.145, -2.426, 1.075], [-1.043, -4.015, 2.964], [0.867, -6.194, 3.690], [2.944, -7.409, 3.087], [5.230, -5.022, 5.513], [3.257, -3.692, 6.219], [0.464, 0.929, -3.434], [-0.644, 0.689, -4.123], [-0.887, 1.373, -5.247], [-0.014, 2.272, -5.650], [-2.100, 1.178, -6.043], [-3.043, 0.213, -5.473], [-2.803, -0.449, -4.333], [-3.693, -1.322, -3.888], [-1.568, -0.287, -3.581], [-1.292, -0.992, -2.453], [0.000, -0.971, -1.820], [1.040, -1.089, -1.322], [-2.233, -1.812, -1.739], [-2.917, -2.424, -1.048], [-4.162, -0.021, -6.124], [-2.327, 1.827, -7.209], [-1.403, 2.766, -7.793], [-0.720, 3.531, -8.308], [-3.519, 1.660, -7.999], [-4.444, 1.590, -8.674]]
}

{
  "formula": "C2H8N2O2",
  "method": "wB97M-V/def2-TZVPD",
  "e_lumo_ev": 1.07,
  "largest_force_ev_per_a": 3.52,
  "relative_energy_kcal_mol": 110.82,
  "smiles": "ONCCNO",
  "e_homo_ev": -9.32,
  "gap_ev": 10.39,
  "species": ["O", "N", "C", "C", "N", "O", "H", "H", "H", "H", "H", "H", "H", "H"],
  "positions_angstrom": [[0.820, 2.037, -1.071], [0.224, 1.960, 0.247], [0.188, 0.434, 0.665], [-0.633, -0.301, -0.349], [-0.704, -1.777, 0.270], [0.565, -2.405, -0.041], [1.629, 2.552, -0.903], [-0.728, 2.295, 0.080], [-0.261, 0.412, 1.661], [1.226, 0.097, 0.704], [-0.164, -0.353, -1.334], [-1.657, 0.078, -0.405], [-1.347, -2.278, -0.349], [0.842, -2.751, 0.826]]
}

{
  "formula": "C4H9NO",
  "method": "wB97M-V/def2-TZVPD",
  "e_lumo_ev": 0.98,
  "largest_force_ev_per_a": 0.33,
  "relative_energy_kcal_mol": 49.66,
  "smiles": "CN1CC(O)C1",
  "e_homo_ev": -8.97,
  "gap_ev": 9.95,
  "species": ["C", "N", "C", "C", "O", "C", "H", "H", "H", "H", "H", "H", "H", "H", "H"],
  "positions_angstrom": [[-1.897, -0.039, 0.231], [-0.698, -0.282, -0.528], [0.360, -1.116, 0.064], [1.398, -0.077, -0.435], [2.464, 0.306, 0.387], [0.196, 0.875, -0.551], [-2.485, -0.940, 0.402], [-1.669, 0.421, 1.210], [-2.505, 0.668, -0.334], [0.401, -2.144, -0.319], [0.340, -1.142, 1.170], [1.828, -0.357, -1.399], [2.092, 0.808, 1.125], [0.096, 1.473, 0.385], [0.080, 1.546, -1.408]]
}

{
  "formula": "C5H14O",
  "method": "wB97M-V/def2-TZVPD",
  "e_lumo_ev": 0.96,
  "largest_force_ev_per_a": 4.15,
  "relative_energy_kcal_mol": 48.00,
  "smiles": "CCC.CCO",
  "e_homo_ev": -10.27,
  "gap_ev": 11.23,
  "species": ["C", "C", "C", "H", "H", "H", "H", "H", "H", "H", "H", "C", "C", "O", "H", "H", "H", "H", "H", "H"],
  "positions_angstrom": [[-2.009, -1.359, -0.702], [-0.564, -1.298, -0.310], [0.192, -2.674, -0.391], [-2.676, -0.888, 0.075], [-2.167, -2.415, -0.891], [-2.192, -0.804, -1.684], [-0.083, -0.817, -1.187], [-0.299, -0.807, 0.583], [0.166, -3.090, 0.635], [-0.530, -3.316, -1.082], [1.091, -2.752, -1.046], [0.098, 2.132, 1.132], [1.340, 2.531, 0.272], [2.413, 1.581, 0.213], [0.239, 1.513, 1.965], [-0.556, 1.461, 0.477], [-0.320, 3.092, 1.363], [1.014, 2.641, -0.796], [1.778, 3.441, 0.507], [3.065, 1.828, 0.868]]
}

{
  "formula": "C26H53ClMoOP2Si2",
  "method": "wB97M-V/def2-TZVPD",
  "e_lumo_ev": [-0.98, -1.58],
  "largest_force_ev_per_a": 1.38,
  "e_homo_ev": [-5.93, -5.94],
  "multiplicity": 3,
  "gap_ev": [4.95, 4.36],
  "species": ["Mo", "C", "C", "C", "Si", "C", "C", "Si", "H", "H", "H", "Cl", "C", "C", "C", "C", "H", "H", "H", "H", "H", "H", "H", "H", "H", "H", "H", "H", "C", "C", "P", "H", "H", "P", "H", "H", "C", "C", "C", "C", "C", "H", "C", "H", "H", "H", "H", "H", "H", "H", "C", "C", "H", "H", "H", "H", "H", "H", "H", "C", "C", "H", "H", "H", "H", "H", "H", "C", "C", "H", "H", "H", "H", "H", "H", "H", "C", "H", "H", "H", "C", "C", "O", "H", "H", "H"],
  "positions_angstrom": [[-0.185, -0.010, -0.090], [1.898, -0.147, -1.679], [1.146, -1.328, -1.829], [-0.132, -0.919, -2.346], [1.831, -2.995, -1.366], [-0.134, 0.492, -2.470], [1.145, 0.987, -2.035], [1.826, 2.711, -1.870], [2.886, -0.108, -1.252], [-0.931, -1.575, -2.651], [-0.935, 1.082, -2.883], [-5.572, 0.175, 1.997], [3.699, 2.628, -1.776], [1.343, 3.793, -3.331], [3.702, -2.888, -1.278], [1.357, -4.316, -2.619], [1.992, 3.578, -4.179], [1.457, 4.850, -3.090], [0.319, 3.641, -3.663], [4.027, 2.114, -0.873], [4.127, 3.630, -1.755], [4.121, 2.105, -2.633], [1.985, -4.229, -3.505], [0.323, -4.246, -2.950], [1.503, -5.316, -2.209], [4.129, -2.522, -2.211], [4.135, -3.868, -1.078], [4.020, -2.221, -0.479], [1.202, 3.425, -0.228], [1.199, -3.417, 0.371], [-0.444, 2.731, 0.172], [1.245, 4.512, -0.188], [1.874, 3.038, 0.540], [-0.449, -2.664, 0.639], [1.868, -2.906, 1.064], [1.240, -4.482, 0.597], [-0.957, -3.076, 2.401], [-1.566, -3.719, -0.434], [-1.562, 3.583, -1.069], [-0.953, 3.444, 1.835], [-0.747, 2.427, 2.948], [-2.025, 3.623, 1.728], [-0.269, 4.758, 2.185], [0.787, 4.602, 2.396], [-0.720, 5.179, 3.084], [-0.345, 5.504, 1.399], [-1.174, 1.461, 2.697], [-1.220, 2.778, 3.866], [0.309, 2.268, 3.150], [-1.123, 3.276, -2.018], [-1.561, 5.103, -1.023], [-2.979, 3.037, -1.027], [-0.559, 5.524, -1.016], [-2.093, 5.474, -0.149], [-2.073, 5.499, -1.902], [-3.021, 2.002, -1.348], [-3.624, 3.624, -1.682], [-3.405, 3.088, -0.026], [-1.132, -3.582, -1.425], [-2.983, -3.172, -0.481], [-1.563, -5.208, -0.124], [-0.559, -5.619, -0.050], [-2.079, -5.752, -0.916], [-2.089, -5.420, 0.805], [-3.022, -2.200, -0.961], [-3.410, -3.063, 0.515], [-3.628, -3.854, -1.036], [-0.751, -1.878, 3.318], [-0.271, -4.306, 2.976], [-2.029, -3.272, 2.328], [0.785, -4.113, 3.157], [-0.344, -5.178, 2.333], [-0.722, -4.564, 3.935], [0.305, -1.686, 3.488], [-1.222, -2.064, 4.285], [-1.180, -0.972, 2.903], [-2.398, 0.062, 0.642], [-2.987, -0.012, -0.281], [-2.744, -0.759, 1.272], [-2.734, 0.981, 1.125], [2.833, 0.119, 1.310], [1.363, 0.135, 1.524], [1.006, 0.235, 2.673], [3.123, -0.835, 0.858], [3.377, 0.206, 2.276], [3.122, 0.978, 0.694]]
}

{
  "formula": "C8H14N",
  "method": "wB97M-V/def2-TZVPD",
  "e_lumo_ev": -5.16,
  "largest_force_ev_per_a": 6.50,
  "relative_energy_kcal_mol": 67.63,
  "total_charge": 1,
  "e_homo_ev": -13.56,
  "gap_ev": 8.41,
  "species": ["C", "C", "C", "C", "C", "C", "C", "C", "N", "H", "H", "H", "H", "H", "H", "H", "H", "H", "H", "H", "H", "H", "H"],
  "positions_angstrom": [[0.508, -0.040, -0.320], [1.728, -0.078, -0.402], [-1.967, -0.587, -0.562], [-0.808, 0.336, -0.020], [-3.306, 0.027, -0.915], [-1.282, 1.340, 1.050], [4.050, 0.157, 0.339], [3.114, -0.300, -0.681], [-1.670, -1.439, 0.522], [-1.724, -1.034, -1.446], [-3.796, 0.535, -0.104], [-4.055, -0.831, -1.161], [-3.149, 0.827, -1.660], [-0.381, 1.638, 1.513], [-1.762, 0.716, 1.867], [-1.853, 2.218, 0.745], [5.085, -0.326, 0.309], [3.754, -0.076, 1.448], [4.248, 1.231, 0.530], [3.375, -1.228, -1.146], [3.310, 0.602, -1.471], [-2.231, -1.404, 1.364], [-1.187, -2.280, 0.200]]
}

The evaluated calculated total energy for the records listed, in turn: -3050.0135; -340.8538; -287.7533; -274.0656; -2887.7910; -367.5721 Eh.